A structure of composition C16H22N3O6P2SeTi, computed with ωB97M-V/def2-TZVPD.

Values from the calculation:
HOMO level (alpha / beta): -13.83 / -13.93 eV
Lowest unoccupied orbital energy (alpha / beta): -6.1 / -6.4 eV
Frontier orbital gap (alpha / beta): 7.8 / 7.5 eV
Spin multiplicity: 2
Energy above the lowest of the compared OMol25 structures with the same formula, charge and spin: 65.9 kJ/mol
Total charge: +2

Last column: Mulliken charge in e.
CARTESIAN COORDINATES (ANGSTROEM)
1 Se 1.713 0.458 -0.989  -0.16
2 Ti -0.443 -0.209 0.185  0.36
3 P -2.152 1.515 -1.756  0.74
4 P -2.126 -1.434 -1.370  0.88
5 O -2.602 -2.808 -1.983  -0.56
6 O -2.630 -1.089 -0.016  -0.59
7 O -1.062 1.251 -0.712  -0.26
8 O -3.388 2.031 -0.926  -0.50
9 O -0.583 -1.438 -1.302  -0.34
10 O -1.752 2.317 -2.929  -0.84
11 N 2.548 -2.198 -0.338  0.30
12 N -1.855 -0.088 -3.826  -0.13
13 N 3.983 -0.712 0.394  0.30
14 C -0.812 1.268 2.163  -0.65
15 C 5.600 -3.637 1.985  -0.69
16 C 0.578 1.118 2.047  -0.37
17 C 4.662 0.527 0.662  -1.04
18 C 1.152 -0.167 2.145  0.15
19 C 3.658 -4.250 0.660  -0.97
20 C -1.617 0.139 2.305  -0.35
21 C 4.714 -4.592 1.483  -0.53
22 C 2.851 -0.880 -0.305  -0.44
23 C -4.122 -0.162 -2.864  -1.96
24 C 3.508 -2.903 0.365  0.51
25 C 0.345 -1.306 2.220  -0.58
26 C -1.050 -1.155 2.288  -0.65
27 C 4.415 -1.944 0.851  0.86
28 C 5.478 -2.298 1.671  -0.67
29 C -2.637 -0.125 -2.563  0.73
30 H -1.686 -2.018 2.466  0.50
31 H -4.384 -1.035 -3.464  0.51
32 H 4.738 0.682 1.740  0.40
33 H -4.432 0.732 -3.409  0.46
34 H -2.405 -0.366 -4.649  0.38
35 H 4.108 1.345 0.201  0.30
36 H -3.873 2.760 -1.328  0.39
37 H -1.588 0.964 -3.884  0.44
38 H -1.002 -0.658 -3.780  0.32
39 H 4.862 -5.626 1.750  0.42
40 H 5.666 0.501 0.236  0.37
41 H -2.681 0.245 2.489  0.43
42 H 2.986 -4.999 0.271  0.46
43 H 6.402 -3.958 2.630  0.42
44 H 0.792 -2.290 2.366  0.58
45 H -4.688 -0.199 -1.932  0.45
46 H 6.171 -1.566 2.050  0.47
47 H 1.805 -2.602 -0.900  0.18
48 H -1.244 2.265 2.214  0.51
49 H 2.227 -0.260 2.258  0.57
50 H -3.371 -3.212 -1.579  0.39
51 H 1.219 1.995 2.015  0.47

=====

A structure of composition C16H22N5S7W, computed with ωB97M-V/def2-TZVPD.

Values from the calculation:
HOMO level: -9.01 eV
Lowest unoccupied orbital energy: -4.8 eV
Frontier orbital gap: 4.2 eV
Energy above the lowest of the compared OMol25 structures with the same formula, charge and spin: 227.6 kJ/mol
Total charge: +1

Last column: Mulliken charge in e.
CARTESIAN COORDINATES (ANGSTROEM)
1 W -0.138 -0.552 0.435  1.62
2 S 3.280 -0.306 -2.435  -0.43
3 S 1.812 -4.303 -1.972  -0.07
4 S 2.420 -5.674 -4.523  -0.18
5 S 1.733 -2.063 -0.062  -0.44
6 S 3.143 -2.816 -4.038  -0.08
7 S -2.539 -1.022 1.251  -0.52
8 S -3.392 -3.261 -0.727  -0.21
9 N -1.396 -1.652 -0.965  -0.07
10 N 1.160 0.564 1.939  -0.07
11 N 0.030 -2.014 2.117  -0.63
12 N -1.156 1.437 0.795  -0.61
13 N 0.960 0.890 -0.840  -0.27
14 C 1.596 -0.422 2.968  -0.81
15 C -2.402 -3.388 -2.156  0.73
16 C -2.544 -4.257 -3.233  -0.54
17 C 0.428 -1.294 3.348  -0.78
18 C -0.560 -2.249 -3.228  -0.43
19 C 1.893 1.768 -0.071  -0.63
20 C -1.395 -2.426 -2.137  -0.10
21 C -1.669 -4.114 -4.292  -0.69
22 C -0.699 -3.107 -4.300  -0.62
23 C -2.427 -1.950 -0.193  0.53
24 C 2.790 -1.912 -2.591  0.10
25 C -1.006 1.781 2.225  -0.74
26 C 2.350 1.038 1.169  -0.76
27 C 2.476 -4.358 -3.578  0.08
28 C 0.466 1.734 2.571  -0.73
29 C 2.119 -2.647 -1.643  -0.10
30 H -1.583 1.045 2.784  0.21
31 H 2.019 0.087 3.838  0.53
32 H -3.316 -5.011 -3.254  0.42
33 H 1.390 2.709 0.160  0.30
34 H 2.758 2.010 -0.692  0.52
35 H -0.427 -0.704 3.685  0.24
36 H 0.161 -1.451 -3.235  0.43
37 H -0.847 -2.516 2.263  0.37
38 H 0.602 1.703 3.654  0.45
39 H 2.926 0.160 0.870  0.55
40 H 0.699 -1.978 4.155  0.56
41 H -1.414 2.767 2.462  0.54
42 H -0.861 2.228 0.223  0.33
43 H 0.385 1.452 -1.468  0.36
44 H 2.988 1.673 1.791  0.40
45 H -2.139 1.258 0.589  0.37
46 H 0.962 2.643 2.229  0.43
47 H 0.761 -2.697 1.892  0.38
48 H -1.750 -4.776 -5.142  0.43
49 H -0.050 -2.996 -5.159  0.51
50 H 1.591 0.313 -1.490  -0.42
51 H 2.389 -1.020 2.515  0.52

=====

A structure of composition C16H23BrN2O, computed with ωB97M-V/def2-TZVPD.

Values from the calculation:
HOMO level: -8.90 eV
Lowest unoccupied orbital energy: -0.5 eV
Frontier orbital gap: 8.4 eV
Energy above the lowest of the compared OMol25 structures with the same formula, charge and spin: 1646.8 kJ/mol

Last column: Mulliken charge in e.
CARTESIAN COORDINATES (ANGSTROEM)
1 Br 7.527 -0.563 -0.591  -0.09
2 O -0.997 4.378 -0.926  -0.72
3 N 0.886 3.157 -0.914  -0.01
4 N 1.842 2.055 -0.289  0.00
5 C -3.489 -0.952 -1.292  -0.57
6 C 4.996 0.663 -0.473  -0.11
7 C -2.161 0.879 0.093  -0.58
8 C -3.654 -2.288 -1.499  -0.70
9 C 5.956 -0.340 0.099  0.15
10 C -2.762 -3.877 0.374  -2.12
11 C 5.553 -0.798 1.348  -0.53
12 C -3.871 -3.049 -0.286  -0.18
13 C 3.832 1.002 -0.140  0.34
14 C -0.205 3.368 -0.327  0.01
15 C 4.478 -0.314 1.783  -0.32
16 C -0.659 2.807 0.907  -0.05
17 C -0.911 1.303 0.730  -0.67
18 C 3.476 0.497 1.337  -0.50
19 C -2.368 -0.580 -0.190  -0.59
20 C 2.963 2.015 -0.653  -0.13
21 H 0.263 3.086 1.661  0.27
22 H -1.913 1.430 -1.177  0.12
23 H 0.037 0.746 0.540  0.10
24 H -3.359 -0.220 -2.248  0.27
25 H -2.538 -4.466 -0.230  0.69
26 H -1.455 -1.020 -0.670  0.32
27 H 2.511 0.702 1.573  0.53
28 H -4.695 -3.962 -0.385  0.26
29 H 3.990 -0.763 2.953  0.06
30 H -4.548 -2.281 -2.174  0.19
31 H -4.377 -0.191 -0.622  0.24
32 H 5.343 1.294 -1.792  0.00
33 H -2.939 -4.490 1.147  0.50
34 H -2.133 -3.226 0.626  0.52
35 H 3.349 2.348 -1.669  0.13
36 H 1.266 3.281 -1.717  0.10
37 H -1.570 3.256 1.496  0.31
38 H -2.500 -1.062 0.721  0.53
39 H -2.938 1.517 0.353  0.57
40 H -1.091 0.981 1.792  0.21
41 H 6.267 -1.310 1.808  0.57
42 H -2.814 -2.614 -1.701  0.66
43 H -4.588 -2.400 0.625  0.22

=====

A structure of composition C16H23BrN4O6PSTc, computed with ωB97M-V/def2-TZVPD.

Values from the calculation:
HOMO level (alpha / beta): -16.46 / -16.47 eV
Lowest unoccupied orbital energy (alpha / beta): -9.7 / -10.3 eV
Frontier orbital gap (alpha / beta): 6.8 / 6.1 eV
Spin multiplicity: 4
Energy above the lowest of the compared OMol25 structures with the same formula, charge and spin: 0.0 kJ/mol
Total charge: +3

Last column: Mulliken charge in e.
CARTESIAN COORDINATES (ANGSTROEM)
1 Tc 0.023 -0.566 -0.713  0.02
2 Br 6.037 0.624 1.552  0.02
3 S -1.870 0.439 0.943  1.51
4 P -0.636 -1.333 -3.286  1.45
5 O 0.764 -0.831 -2.617  -0.93
6 O -0.424 -4.438 0.806  -0.53
7 O -1.683 -1.303 -2.168  -0.62
8 O 0.051 -2.641 -0.586  -0.11
9 O -3.255 0.089 0.694  -0.57
10 O -1.101 1.144 -0.191  -0.65
11 N -0.867 -0.905 1.004  0.24
12 N 1.858 -0.033 -0.240  0.29
13 N 0.470 -3.999 -2.998  -0.09
14 N 0.384 0.497 -4.982  -0.22
15 C -0.479 -3.233 0.570  0.27
16 C -1.007 1.135 3.531  -0.06
17 C 3.584 1.492 0.395  -0.68
18 C -2.265 3.628 3.248  -0.75
19 C -1.218 -2.233 1.534  -0.41
20 C 2.276 1.272 0.022  -0.38
21 C -1.641 3.302 4.427  0.71
22 C -2.249 2.739 2.177  -0.87
23 C -0.281 -3.020 -3.946  -0.78
24 C 4.066 -0.904 0.127  -0.79
25 C 2.725 -1.100 -0.164  -0.24
26 C -1.700 1.484 2.342  0.75
27 C -0.990 2.073 4.557  -0.86
28 C -0.920 -0.172 -4.667  -0.86
29 C -1.783 4.319 5.583  -1.32
30 C 4.474 0.385 0.509  0.34
31 H 0.330 -3.677 -2.009  0.11
32 H 0.819 0.009 -5.760  0.38
33 H -1.242 -3.465 -4.211  0.42
34 H 3.938 2.481 0.696  0.45
35 H 0.280 -2.957 -4.915  0.43
36 H 1.482 -3.999 -3.218  0.42
37 H -0.845 4.890 5.637  0.32
38 H -0.850 -2.415 2.523  0.37
39 H 0.037 -4.942 -3.166  0.45
40 H -2.642 4.979 5.387  0.37
41 H -0.471 1.925 5.508  0.43
42 H 2.331 -2.093 -0.345  0.59
43 H 1.549 2.047 -0.167  0.55
44 H -1.288 -0.685 -5.589  0.42
45 H -0.506 0.136 3.635  0.30
46 H -2.820 4.569 3.099  0.33
47 H 4.835 -1.662 0.115  0.48
48 H 0.338 1.484 -5.324  0.40
49 H -2.756 2.999 1.251  0.41
50 H -2.304 -2.407 1.432  0.40
51 H -1.866 3.813 6.563  0.39
52 H 0.992 0.471 -4.161  0.25
53 H -1.684 0.587 -4.443  0.43

=====

A structure of composition C16H23IN2V, computed with ωB97M-V/def2-TZVPD.

Values from the calculation:
HOMO level (alpha / beta): -15.82 / -15.82 eV
Lowest unoccupied orbital energy (alpha / beta): -8.6 / -10.8 eV
Frontier orbital gap (alpha / beta): 7.2 / 5.0 eV
Spin multiplicity: 2
Total charge: +2

Last column: Mulliken charge in e.
CARTESIAN COORDINATES (ANGSTROEM)
1 I 1.638 1.805 -2.219  0.46
2 V 0.941 0.812 0.075  0.10
3 N -1.050 0.620 -0.662  0.77
4 N 0.879 -1.209 -1.038  0.34
5 C 1.696 -3.295 -1.877  -0.90
6 C 0.407 2.482 0.881  -1.52
7 C -1.855 -0.324 2.504  -1.21
8 C -0.543 -2.686 -2.337  -0.87
9 C -2.735 -0.721 -1.777  -0.92
10 C 0.486 -3.602 -2.476  -0.65
11 C 1.853 -2.110 -1.180  -0.06
12 C 0.574 -0.523 1.713  -0.65
13 C -0.333 -1.481 -1.590  0.68
14 C -0.381 -0.107 2.843  0.64
15 C -1.999 1.542 -0.445  -0.28
16 C -0.025 -0.862 4.128  -1.66
17 C 2.895 0.509 0.306  -1.32
18 C -3.714 0.222 -1.514  -0.76
19 C -1.401 -0.503 -1.352  0.68
20 C -3.322 1.364 -0.842  -0.82
21 H -2.240 0.471 1.856  0.16
22 H -0.272 2.440 1.760  0.44
23 H 2.883 0.388 1.390  0.38
24 H 0.347 -4.533 -3.033  0.46
25 H 2.821 -1.880 -0.722  0.51
26 H -2.004 -1.283 1.994  0.32
27 H -2.976 -1.641 -2.286  0.40
28 H -0.046 3.148 0.119  0.58
29 H 0.996 -0.626 4.443  0.44
30 H -4.748 0.073 -1.826  0.48
31 H -2.472 -0.329 3.415  0.47
32 H 1.480 -0.931 2.172  0.90
33 H 1.403 2.744 1.099  0.47
34 H 3.158 -0.371 -0.341  0.15
35 H 0.135 -1.397 1.231  0.47
36 H -0.241 0.958 3.061  -0.03
37 H -4.012 2.148 -0.596  0.49
38 H 3.265 1.485 0.018  0.80
39 H -1.512 -2.855 -2.773  0.41
40 H 2.546 -3.950 -1.931  0.45
41 H -1.684 2.453 0.046  0.35
42 H -0.697 -0.578 4.946  0.42
43 H -0.104 -1.945 3.981  0.39

=====

Q: What is the formula in the fourth record?
A: C16H23BrN4O6PSTc